{"formula": "C42H52As2Cl3Ge2N6RuS2", "method": "ωB97M-V/def2-TZVPD", "symbols": ["Ru", "C", "N", "C", "C", "N", "C", "S", "C", "C", "C", "C", "C", "N", "H", "H", "H", "H", "H", "H", "H", "H", "H", "C", "As", "C", "C", "C", "C", "C", "C", "C", "As", "C", "C", "H", "H", "H", "H", "H", "H", "H", "H", "H", "H", "H", "H", "H", "H", "H", "H", "C", "C", "C", "C", "N", "C", "S", "N", "C", "H", "H", "H", "H", "H", "H", "H", "H", "Cl", "C", "Cl", "Cl", "C", "N", "C", "Ge", "C", "C", "Ge", "C", "C", "C", "C", "C", "C", "C", "C", "C", "C", "C", "C", "H", "H", "H", "H", "H", "H", "H", "H", "H", "H", "H", "H", "H", "H", "H", "H", "H", "H", "H"], "positions_angstrom": [[0.74464, -0.57972, -0.18993], [1.66647, -1.60241, 4.94060], [0.75566, -2.45520, 4.22668], [0.24142, -3.64071, 4.66832], [-0.54893, -4.14276, 3.69323], [-0.53050, -3.25087, 2.64118], [0.27985, -2.21620, 2.98930], [0.51391, -0.73649, 2.19587], [-1.19997, -3.44643, 1.41788], [-2.36695, -4.20207, 1.38882], [-2.92277, -4.50252, 0.15706], [-2.29301, -4.04413, -0.98976], [-1.15768, -3.26390, -0.85555], [-0.62294, -2.95503, 0.32140], [2.20749, -2.18573, 5.68344], [1.12812, -0.80194, 5.45206], [2.36844, -1.16320, 4.22983], [0.45711, -4.03381, 5.63929], [-1.09752, -5.06031, 3.66831], [-2.82405, -4.55011, 2.29913], [-3.80996, -5.11318, 0.09545], [-2.66310, -4.29746, -1.96806], [-0.62521, -2.88870, -1.72387], [3.36932, 2.51750, -0.75973], [2.84662, 0.62898, -0.92288], [3.61881, 0.31615, -2.69081], [4.22016, -0.33286, 0.09909], [5.37451, 0.28134, 0.57450], [6.35906, -0.45753, 1.21089], [6.21923, -1.82939, 1.34059], [5.08091, -2.45069, 0.85495], [4.06493, -1.71370, 0.25425], [2.37531, -2.55233, -0.28360], [2.29633, -4.08025, 0.94519], [2.86102, -3.59379, -1.86851], [4.45967, 2.58715, -0.76857], [2.96967, 2.98573, 0.14043], [2.98990, 3.04939, -1.63210], [4.63442, 0.72265, -2.67256], [3.04463, 0.82006, -3.46992], [3.66666, -0.75114, -2.91244], [5.50852, 1.35064, 0.46546], [7.23144, 0.03784, 1.60636], [6.98752, -2.41399, 1.82227], [4.98092, -3.52508, 0.93837], [3.13499, -4.74245, 0.71896], [1.37448, -4.64271, 0.78646], [2.36404, -3.76933, 1.98898], [3.78961, -4.12573, -1.64582], [3.00078, -2.98714, -2.76158], [2.06908, -4.32337, -2.05476], [-5.03621, 2.08118, -4.18797], [-4.69299, 1.03590, -3.20402], [-5.59075, 0.13654, -2.67057], [-5.13412, -0.83003, -1.75810], [-3.85087, -0.88469, -1.40154], [-3.00926, -0.02086, -1.91019], [-1.33189, -0.03464, -1.60015], [-3.40861, 0.93429, -2.79951], [-6.05751, -1.82067, -1.16330], [-6.08820, 2.03860, -4.44919], [-4.44578, 1.95974, -5.09550], [-4.81413, 3.07102, -3.79168], [-6.62919, 0.16750, -2.95318], [-2.70456, 1.57140, -3.16058], [-7.06841, -1.70810, -1.54471], [-6.06686, -1.70549, -0.07987], [-5.70880, -2.83276, -1.36263], [-0.73870, -1.41212, -5.96179], [0.43404, -2.37576, -5.02054], [1.93825, -2.63878, -5.95845], [-0.28685, -3.94603, -4.55739], [0.75921, -1.67727, -3.81340], [1.03084, -1.15822, -2.82735], [2.67593, 1.92248, 2.66128], [0.74430, 2.47522, 2.80884], [-0.14581, 1.75477, 4.45284], [0.49697, 4.45437, 2.84226], [-0.29888, 1.67131, 0.29087], [-2.16990, 2.25227, 0.72136], [-2.80747, 3.13770, -0.14185], [-4.06053, 3.63833, 0.16419], [-4.68617, 3.28733, 1.34970], [-4.06615, 2.39561, 2.21060], [-2.82161, 1.87493, 1.88949], [0.21320, 3.02233, -1.08372], [0.14813, 4.37460, -0.76074], [0.50655, 5.33806, -1.68546], [0.91865, 4.96214, -2.95297], [0.98172, 3.61924, -3.28955], [0.64507, 2.65515, -2.35254], [3.02043, 1.49239, 3.59744], [3.27441, 2.80368, 2.44770], [2.82109, 1.18581, 1.86717], [0.60790, 1.78192, 5.23737], [-0.52386, 0.74495, 4.34409], [-0.95971, 2.41563, 4.73770], [0.62629, 4.74235, 3.88320], [-0.50771, 4.73140, 2.53433], [1.22893, 4.98393, 2.24019], [-2.30626, 3.45615, -1.04478], [-4.54124, 4.32672, -0.51619], [-5.64918, 3.70801, 1.60281], [-4.53864, 2.11694, 3.14178], [-2.35566, 1.16273, 2.56076], [-0.20366, 4.67214, 0.21724], [0.46147, 6.38204, -1.41436], [1.19344, 5.71505, -3.67464], [1.29259, 3.32156, -4.28218], [0.69364, 1.59695, -2.61678]], "atomic_forces_ev_per_a": [[0.6, -3.3, -1.3], [0.5, 0.6, 0.4], [-0.4, -0.2, -1.0], [-0.6, -0.6, 0.0], [0.2, -0.2, 0.6], [0.6, 0.3, 0.6], [-0.1, -0.2, -0.7], [0.6, 1.3, -0.3], [-0.4, -0.1, -0.8], [0.2, 0.1, 0.0], [0.3, 0.1, -0.1], [0.1, 0.0, 0.1], [-0.2, -0.2, -0.2], [0.0, 0.3, 0.3], [-0.1, -0.1, -0.1], [0.0, -0.1, -0.1], [0.0, 0.0, 0.1], [0.1, -0.1, 0.2], [-0.1, -0.2, 0.0], [-0.1, 0.0, 0.1], [-0.1, 0.0, 0.0], [-0.1, 0.0, -0.2], [-0.2, 0.0, 0.1], [-0.2, -0.1, 0.1], [0.7, 0.1, 0.9], [-0.3, -0.1, -0.2], [-0.1, -0.1, 0.0], [-0.2, 0.2, -0.1], [0.0, -0.1, 0.0], [0.0, 0.0, 0.0], [-0.2, -0.2, -0.2], [-0.1, 0.1, 0.0], [0.8, 0.5, 0.7], [-0.2, 0.1, 0.0], [-0.2, 0.1, -0.1], [-0.2, -0.2, 0.0], [0.0, -0.1, -0.1], [0.0, -0.1, 0.1], [-0.2, 0.0, 0.1], [0.0, 0.0, 0.1], [0.0, 0.1, 0.1], [0.0, -0.1, 0.0], [0.1, 0.1, 0.0], [0.1, 0.0, 0.0], [0.1, 0.0, 0.1], [-0.1, 0.2, 0.0], [0.1, 0.1, 0.0], [0.0, 0.1, -0.1], [-0.1, 0.1, 0.1], [0.0, 0.0, 0.1], [0.0, 0.0, 0.0], [0.0, 0.3, -0.2], [-0.2, -0.3, 0.1], [0.3, -0.2, 0.2], [-0.3, 0.5, -0.6], [0.4, -0.1, 0.3], [-0.6, 0.7, 0.6], [1.5, 0.1, 0.1], [-0.3, -0.3, 0.1], [-0.2, -0.1, 0.1], [0.0, 0.0, 0.0], [0.0, 0.0, -0.1], [0.0, 0.1, 0.1], [-0.1, 0.1, -0.1], [0.0, 0.0, 0.1], [0.0, 0.0, 0.0], [0.0, 0.1, 0.1], [0.1, 0.0, -0.1], [0.4, -0.2, 0.3], [-0.2, -0.8, -1.5], [-0.6, 0.1, 0.4], [0.2, 0.3, -0.1], [0.4, 0.6, 1.0], [-0.2, 0.1, 0.1], [-0.8, 0.1, -0.2], [0.6, -0.1, 0.4], [0.1, 0.3, -0.8], [0.0, -0.7, -0.4], [-1.3, 2.2, 0.2], [0.7, -0.3, -0.3], [-0.1, 0.0, 0.0], [-0.1, 0.2, -0.1], [-0.1, -0.1, 0.1], [0.0, 0.0, 0.1], [0.1, -0.2, 0.1], [-0.1, -0.6, 0.3], [0.0, -0.2, 0.2], [0.1, 0.2, 0.0], [0.1, 0.0, -0.1], [0.0, -0.1, -0.2], [-0.2, -0.2, -0.1], [-0.1, 0.0, 0.2], [0.1, 0.1, 0.0], [-0.1, 0.1, 0.2], [0.2, 0.0, 0.0], [0.0, -0.1, 0.0], [-0.1, 0.1, 0.0], [0.0, -0.1, 0.2], [-0.1, 0.0, 0.0], [0.1, 0.0, -0.1], [0.0, 0.1, -0.1], [0.0, 0.1, 0.0], [0.0, 0.0, 0.0], [-0.1, 0.0, 0.0], [0.0, 0.0, 0.1], [0.0, 0.1, 0.0], [0.0, 0.1, 0.0], [0.0, 0.1, -0.1], [0.0, 0.0, -0.1], [0.0, 0.2, -0.1]], "mulliken_charge": [2.129, -0.699, 0.380, -1.018, -0.226, 0.867, -0.870, -0.695, -0.063, -1.112, -0.770, -0.918, -0.065, 0.832, 0.382, 0.278, 0.282, 0.568, 0.542, 0.633, 0.566, 0.541, -0.185, -1.029, 1.068, -1.103, 0.462, -0.566, -0.943, -0.951, -0.949, -0.288, 1.404, -1.542, -1.245, 0.672, 0.129, 0.410, 0.505, 0.354, 0.247, 0.271, 0.479, 0.459, 0.414, 0.691, 0.455, 0.372, 0.503, 0.231, 0.441, -1.494, 1.033, -1.126, 0.809, -0.297, -0.595, -0.459, 0.284, -1.246, 0.416, 0.363, 0.359, 0.469, 0.185, 0.416, 0.306, 0.267, -0.066, 0.536, -0.042, -0.077, -0.616, -0.164, -0.991, 1.301, -1.192, -1.350, 0.109, 0.811, -0.451, -0.736, -0.720, -0.750, -0.344, 1.443, -0.250, -0.910, -0.881, -0.748, -0.473, 0.563, 0.415, -0.204, 0.493, 0.207, 0.448, 0.507, 0.381, 0.399, 0.481, 0.490, 0.435, 0.473, 0.392, 0.541, 0.491, 0.421, 0.496, 0.116], "e_tot_ev": -349843.239, "molar_mass_da": 1207.55, "homo_ha": [-0.53477, -0.53480], "charge": 3, "e_lumo_ev": [-9.50, -9.50]}